Density functional theory data (the ωB97M-V functional and the def2-TZVPD basis) for a cluster of 10 separate species, C20H60O20 in total in a non-equilibrium geometry.

Geometry as XYZ:
```
100
Properties=species:S:1:pos:R:3
O 9.49 13.17 11.24
C 10.90 13.34 10.90
C 11.07 14.59 10.06
O 10.56 15.79 10.69
H 9.31 12.25 11.56
H 11.49 13.34 11.82
H 11.23 12.49 10.33
H 10.56 14.42 9.15
H 12.10 14.74 9.79
H 11.16 16.57 10.43
O 5.68 13.97 9.71
C 6.32 14.48 8.55
C 7.71 13.97 8.32
O 8.28 14.52 7.13
H 5.91 14.57 10.40
H 5.67 14.12 7.77
H 6.35 15.60 8.55
H 7.83 12.87 8.26
H 8.28 14.24 9.21
H 8.43 15.46 7.27
O 9.74 8.01 12.77
C 8.99 8.92 13.54
C 8.31 9.94 12.61
O 9.28 10.46 11.68
H 9.27 7.17 12.79
H 8.28 8.39 14.19
H 9.71 9.48 14.16
H 7.99 10.83 13.15
H 7.49 9.43 12.11
H 9.57 9.90 10.97
O 10.58 13.41 17.32
C 10.29 13.79 15.97
C 9.15 13.06 15.49
O 9.42 11.69 15.23
H 11.43 12.96 17.41
H 10.02 14.86 16.00
H 11.14 13.71 15.28
H 8.88 13.64 14.59
H 8.38 13.17 16.25
H 10.29 11.72 14.84
O 12.79 8.69 12.14
C 13.37 9.37 13.28
C 13.10 10.85 13.22
O 11.71 11.01 13.46
H 11.89 8.42 12.40
H 13.07 8.91 14.23
H 14.46 9.25 13.12
H 13.43 11.21 12.22
H 13.65 11.40 13.99
H 11.20 10.74 12.69
O 14.78 15.96 12.48
C 13.76 16.75 11.94
C 12.96 17.40 13.05
O 11.93 18.15 12.38
H 15.39 15.62 11.83
H 14.13 17.48 11.23
H 13.06 16.15 11.34
H 13.63 18.05 13.64
H 12.57 16.59 13.63
H 11.04 17.80 12.62
O 9.59 12.45 5.96
C 10.62 12.29 6.94
C 11.89 13.07 6.68
O 12.66 12.99 7.94
H 9.10 13.24 6.25
H 10.26 12.50 7.96
H 10.77 11.20 6.99
H 11.73 14.12 6.42
H 12.40 12.59 5.83
H 13.30 12.25 7.93
O 15.75 9.84 9.77
C 14.90 8.78 9.50
C 13.56 9.37 9.11
O 13.79 10.06 7.88
H 15.82 10.34 8.94
H 15.24 8.29 8.57
H 14.83 8.09 10.31
H 13.28 10.03 9.93
H 12.81 8.58 9.03
H 13.85 9.48 7.11
O 11.40 18.22 9.49
C 10.25 18.81 8.86
C 8.98 18.01 9.07
O 9.06 16.67 8.59
H 11.53 18.45 10.45
H 10.12 19.84 9.21
H 10.56 18.87 7.79
H 8.17 18.50 8.51
H 8.75 18.02 10.14
H 9.57 16.26 9.31
O 7.36 15.13 11.72
C 7.21 15.83 12.92
C 8.28 16.93 13.02
O 9.60 16.41 13.09
H 8.11 14.51 11.67
H 6.25 16.36 12.90
H 7.29 15.13 13.76
H 8.10 17.52 13.94
H 8.25 17.55 12.13
H 9.90 15.98 12.28
```

Results
HOMO energy	-9.398	eV
energy above the lowest of the compared OMol25 structures with the same formula, charge and spin	38.9	kJ/mol
SMILES string	OCCO.OCCO.OCCO.OCCO.OCCO.OCCO.OCCO.OCCO.OCCO.OCCO
DFT total energy	-62658.944	eV

Mulliken population analysis, charges in e, atoms 1 to 99: atom 1 (O): 0.25, atom 2 (C): -0.32, atom 3 (C): -0.57, atom 4 (O): 0.76, atom 5 (H): -0.08, atom 6 (H): 0.23, atom 7 (H): 0.34, atom 8 (H): -0.28, atom 9 (H): 0.49, atom 10 (H): -0.05, atom 11 (O): -0.58, atom 12 (C): -0.72, atom 13 (C): 1.01, atom 14 (O): -0.59, atom 15 (H): 0.32, atom 16 (H): 0.33, atom 17 (H): 0.22, atom 18 (H): 0.30, atom 19 (H): -0.71, atom 20 (H): 0.37, atom 21 (O): -0.48, atom 22 (C): -0.28, atom 23 (C): -0.32, atom 24 (O): -0.42, atom 25 (H): 0.28, atom 26 (H): 0.53, atom 27 (H): 0.02, atom 28 (H): 0.11, atom 29 (H): 0.36, atom 30 (H): 0.15, atom 31 (O): -0.59, atom 32 (C): -0.54, atom 33 (C): -0.07, atom 34 (O): -0.49, atom 35 (H): 0.32, atom 36 (H): 0.28, atom 37 (H): 0.33, atom 38 (H): -0.06, atom 39 (H): 0.48, atom 40 (H): 0.25, atom 41 (O): -0.45, atom 42 (C): -0.61, atom 43 (C): -0.36, atom 44 (O): 0.18, atom 45 (H): 0.19, atom 46 (H): 0.29, atom 47 (H): 0.38, atom 48 (H): 0.15, atom 49 (H): 0.43, atom 50 (H): -0.05, atom 51 (O): -0.56, atom 52 (C): 0.30, atom 53 (C): -0.34, atom 54 (O): -0.67, atom 55 (H): 0.33, atom 56 (H): 0.33, atom 57 (H): -0.29, atom 58 (H): 0.33, atom 59 (H): 0.16, atom 60 (H): 0.41, atom 61 (O): -0.65, atom 62 (C): 0.62, atom 63 (C): -0.46, atom 64 (O): -0.43, atom 65 (H): 0.47, atom 66 (H): -0.53, atom 67 (H): 0.22, atom 68 (H): 0.25, atom 69 (H): 0.33, atom 70 (H): 0.21, atom 71 (O): -0.54, atom 72 (C): -0.54, atom 73 (C): 0.33, atom 74 (O): -0.49, atom 75 (H): 0.32, atom 76 (H): 0.34, atom 77 (H): 0.37, atom 78 (H): -0.38, atom 79 (H): 0.34, atom 80 (H): 0.27, atom 81 (O): -0.55, atom 82 (C): -0.57, atom 83 (C): -0.01, atom 84 (O): -0.52, atom 85 (H): 0.30, atom 86 (H): 0.39, atom 87 (H): 0.29, atom 88 (H): 0.48, atom 89 (H): -0.36, atom 90 (H): 0.18, atom 91 (O): -0.30, atom 92 (C): -0.45, atom 93 (C): -0.28, atom 94 (O): -0.57, atom 95 (H): 0.01, atom 96 (H): 0.41, atom 97 (H): 0.23, atom 98 (H): 0.43, atom 99 (H): -0.08